1.
Molecular formula: C7H14
Method: DFT, ωB97M-V with the def2-TZVPD basis set

Last column: Mulliken charge in e.
Positions of all 21 atoms, in Å:
1 C -1.10972 -0.82772 -1.36940  -1.098
2 C 0.42841 -0.60363 -1.11606  -0.649
3 C 1.23745 -0.21716 0.10976  0.245
4 C 1.62634 -1.12952 1.23535  -1.516
5 C -0.04211 0.45746 0.02302  1.317
6 C -1.03359 0.09446 1.13499  -1.733
7 C -0.19812 1.84973 -0.48544  -1.437
8 H -1.13651 -0.90997 -2.44381  0.336
9 H -1.83697 0.00745 -1.16695  0.234
10 H -1.51738 -1.69140 -0.86109  0.313
11 H 0.89358 -0.15095 -2.00058  0.296
12 H 2.01452 0.50411 -0.15379  0.418
13 H 1.63107 -0.58243 2.18509  0.330
14 H 2.62861 -1.52469 1.05527  0.409
15 H 0.93692 -1.97236 1.31170  0.301
16 H -2.06323 0.43129 0.95862  0.423
17 H -0.66070 0.63252 2.01691  0.412
18 H -1.07547 -0.96729 1.40614  0.351
19 H 0.48718 2.02033 -1.32013  0.354
20 H -1.22242 2.03834 -0.84751  0.309
21 H 0.01214 2.54142 0.32793  0.385

* SMILES: C[C@@H]1[C@H](C)C1(C)C
* ΔE to the lowest compared entry with this formula, charge and spin: 78.4 kcal/mol
* HOMO-LUMO gap: 0.31854 hartree
* maximum force: 2.22 eV/Å

***

2.
Molecular formula: C7H14
Method: DFT, ωB97M-V with the def2-TZVPD basis set

Last column: Mulliken charge in e.
Positions of all 21 atoms, in Å:
1 C -0.77681 -0.95541 1.76523  -0.903
2 C -1.49401 -1.10239 0.65519  -0.008
3 C -2.27305 0.00977 0.00509  -0.429
4 C -1.47902 0.65861 -1.13358  -0.881
5 H -0.18254 -1.76539 2.18116  0.344
6 H -0.73895 -0.00126 2.28944  0.250
7 H -1.48855 -2.06484 0.14024  0.312
8 H -3.22809 -0.37359 -0.37676  0.285
9 H -2.51219 0.77128 0.75717  0.303
10 H -0.52439 1.03774 -0.74858  0.079
11 H -2.02759 1.49537 -1.57754  0.369
12 H -1.26900 -0.06381 -1.93185  0.290
13 C 2.16037 1.41006 0.54183  -0.732
14 C 1.97323 0.11603 0.29981  0.095
15 C 1.91358 -0.50906 -1.06057  -0.889
16 H 2.33248 2.12218 -0.26329  0.249
17 H 2.15106 1.80419 1.55446  0.261
18 H 1.80885 -0.55735 1.13997  0.266
19 H 2.16533 0.21187 -1.84537  0.278
20 H 2.59106 -1.36656 -1.14060  0.337
21 H 0.89822 -0.87745 -1.25147  0.123

* SMILES: C=CCC.C=CC
* ΔE to the lowest compared entry with this formula, charge and spin: 38.1 kcal/mol
* HOMO-LUMO gap: 0.38716 hartree
* maximum force: 0.23 eV/Å

***

3.
Molecular formula: C7H14
Method: DFT, ωB97M-V with the def2-TZVPD basis set

Last column: Mulliken charge in e.
Positions of all 21 atoms, in Å:
1 C 2.44092 -2.56547 -0.94536  -0.950
2 C 1.55633 -1.74376 -0.39108  0.006
3 C 0.13928 -1.59649 -0.91821  -0.646
4 C -0.85425 -0.68674 -0.20553  -0.488
5 C -0.22999 0.54267 0.52095  -0.508
6 C -0.81297 1.90685 0.13440  -0.412
7 C -1.37159 2.67976 1.31278  -1.326
8 H 2.41292 -3.09057 -1.89583  0.289
9 H 3.50139 -2.50684 -0.68188  0.277
10 H 1.80246 -1.29048 0.56178  0.264
11 H -0.18433 -2.62633 -1.10434  0.429
12 H 0.36838 -1.27211 -1.94979  0.259
13 H -1.35868 -1.28711 0.54653  0.303
14 H -1.57435 -0.44100 -0.99329  0.293
15 H -0.46978 0.32429 1.57467  0.279
16 H 0.85546 0.58117 0.50288  0.346
17 H 0.00304 2.48905 -0.30776  0.279
18 H -1.62345 1.84251 -0.60191  0.263
19 H -0.63372 2.82118 2.10825  0.336
20 H -1.67601 3.69494 1.03277  0.375
21 H -2.29107 2.22447 1.69996  0.335

* SMILES: C=CCCCCC
* ΔE to the lowest compared entry with this formula, charge and spin: 38.8 kcal/mol
* HOMO-LUMO gap: 0.38757 hartree
* maximum force: 2.10 eV/Å

***

4.
Molecular formula: C7H14
Method: DFT, ωB97M-V with the def2-TZVPD basis set

Last column: Mulliken charge in e.
Positions of all 21 atoms, in Å:
1 C -1.15154 0.88625 -1.34576  -1.512
2 C -0.97356 -0.13370 -0.24457  1.226
3 C -2.24249 -0.57447 0.44428  -1.412
4 C 0.12850 -1.05771 -0.38784  -1.259
5 C 1.41381 -0.45488 0.61755  0.453
6 C 2.71207 -0.18314 0.15402  -0.936
7 C 0.96475 0.93467 0.97654  -1.014
8 H -1.59337 0.41953 -2.23766  0.389
9 H -1.80470 1.71323 -1.04159  0.341
10 H -0.18610 1.31133 -1.64892  0.374
11 H -0.27322 0.74306 0.76385  0.085
12 H -2.80965 0.26901 0.85697  0.332
13 H -2.89834 -1.07686 -0.28330  0.357
14 H -2.04585 -1.28732 1.25263  0.391
15 H -0.06924 -2.06074 -0.00430  0.341
16 H 0.55575 -1.11113 -1.38956  0.347
17 H 1.41124 -1.12031 1.48517  0.256
18 H 3.60047 -0.70870 0.49572  0.298
19 H 2.84842 0.51508 -0.66882  0.289
20 H 1.18646 1.69914 0.22722  0.305
21 H 1.22659 1.27766 1.97838  0.347

* ΔE to the lowest compared entry with this formula, charge and spin: 108.9 kcal/mol
* HOMO-LUMO gap (alpha / beta): 0.27470 / 0.28526 hartree
* maximum force: 1.57 eV/Å

***

5.
Molecular formula: C7H14
Method: DFT, ωB97M-V with the def2-TZVPD basis set

Last column: Mulliken charge in e.
Positions of all 21 atoms, in Å:
1 C -0.43119 1.98492 -0.00582  -1.433
2 C -0.18775 0.63196 -0.61924  0.857
3 C -1.36295 -0.07384 -1.24311  -1.295
4 C 1.01650 0.08623 -0.63147  -0.037
5 C 2.44804 0.19086 -0.34122  -0.505
6 C 1.85704 -1.04151 -1.03533  -0.525
7 H 0.35343 2.24042 0.71185  0.330
8 H -0.46102 2.76856 -0.77233  0.359
9 H -1.39665 2.00981 0.51216  0.339
10 H -2.27546 0.07990 -0.65622  0.332
11 H -1.56144 0.31361 -2.25002  0.383
12 H -1.18101 -1.14958 -1.32504  0.313
13 H 3.05254 0.86585 -0.94426  0.223
14 H 2.80283 0.07519 0.68110  0.227
15 H 1.80945 -1.96506 -0.46071  0.217
16 H 2.07248 -1.18842 -2.09180  0.212
17 C -1.30956 -1.16499 2.09634  -0.756
18 H -1.17720 -0.89438 3.14608  0.314
19 H -2.23688 -0.72557 1.71703  0.184
20 H -1.36334 -2.25206 2.00265  0.271
21 H -0.46785 -0.79190 1.50935  -0.012

* SMILES: CC(C)=C1CC1.C
* ΔE to the lowest compared entry with this formula, charge and spin: 45.0 kcal/mol
* HOMO-LUMO gap: 0.36369 hartree
* maximum force: 0.26 eV/Å

***

6.
Molecular formula: C7H14AlO4
Method: DFT, ωB97M-V with the def2-TZVPD basis set

Last column: Mulliken charge in e.
Positions of all 26 atoms, in Å:
1 O 0.25704 3.21043 -2.06608  -0.572
2 C 0.54315 2.06789 -1.84336  0.206
3 O 0.46120 1.12062 -2.80738  -0.409
4 C 0.07047 -0.19550 -2.36980  -0.369
5 C -1.42073 -0.32115 -2.01512  -0.766
6 C -1.65064 -0.84999 -0.59578  -0.772
7 C -1.16791 0.10011 0.51414  -0.648
8 C 0.08148 -0.37236 1.26328  0.565
9 C 0.09180 -0.24472 2.78271  -0.814
10 O 1.26586 -0.88886 3.21031  -0.637
11 Al 2.50631 -0.34098 2.00236  0.682
12 O 1.25956 0.29243 0.82810  -0.792
13 H 0.91166 1.68239 -0.87637  0.410
14 H 0.70341 -0.49758 -1.52950  0.328
15 H 0.31203 -0.82753 -3.22189  0.326
16 H -1.91238 0.64274 -2.16711  0.377
17 H -1.88412 -1.01167 -2.72516  0.348
18 H -1.12191 -1.80458 -0.51121  0.407
19 H -2.71040 -1.08151 -0.46502  0.362
20 H -0.93944 1.07832 0.08631  0.341
21 H -1.97793 0.27488 1.22923  0.411
22 H 0.22464 -1.45401 1.07724  0.060
23 H -0.81773 -0.62948 3.26560  0.359
24 H 0.16226 0.83700 3.00362  0.306
25 H 3.46800 0.82003 2.57739  -0.388
26 H 3.28431 -1.60692 1.35351  -0.322

* HOMO-LUMO gap: 0.30373 hartree
* maximum force: 0.57 eV/Å
* net charge: -1

***

7.
Molecular formula: C7H14Cl2N2
Method: DFT, ωB97M-V with the def2-TZVPD basis set

Last column: Mulliken charge in e.
Positions of all 25 atoms, in Å:
1 N -0.11324 0.48351 2.03317  -0.629
2 N 0.83251 0.56381 0.99299  -0.301
3 C 1.22887 -0.45526 0.20904  0.135
4 C 2.42941 -0.18149 -0.69493  -1.088
5 C 3.73959 -0.46399 -0.04267  -0.361
6 Cl 3.85620 -2.15005 0.01827  -0.200
7 H -0.68497 1.22910 1.98419  0.318
8 H -0.55865 -0.45203 2.37918  0.363
9 H 1.04647 -1.51986 0.45590  0.492
10 H 2.19186 -0.84498 -1.50024  0.428
11 H 2.25055 0.77432 -1.10336  0.374
12 H 4.64502 -0.20976 -0.63888  0.281
13 H 3.87340 -0.03894 1.00061  0.304
14 C -2.31410 1.96904 -0.55130  -1.175
15 C -1.39110 0.72612 -0.52989  -0.299
16 C -1.85485 -0.53821 0.19793  0.335
17 C -2.46389 -1.56442 -0.47621  -0.388
18 Cl -3.15726 -3.06666 0.24763  -0.205
19 H -2.41637 2.37295 0.46950  0.269
20 H -3.25594 1.68461 -1.03693  0.320
21 H -1.86902 2.77647 -1.27110  0.287
22 H -1.47808 0.32768 -1.60727  0.236
23 H -0.32303 0.91625 -0.29270  0.388
24 H -1.59517 -0.83817 1.41062  -0.170
25 H -2.61823 -1.50003 -1.65356  0.286

* SMILES: N/N=C/CCCl.CC/C=C/Cl
* ΔE to the lowest compared entry with this formula, charge and spin: 93.9 kcal/mol
* HOMO-LUMO gap: 0.36105 hartree
* maximum force: 6.20 eV/Å

***

8.
Molecular formula: C7H14ClFSi2
Method: DFT, ωB97M-V with the def2-TZVPD basis set

Last column: Mulliken charge in e.
Positions of all 25 atoms, in Å:
1 C 0.65867 -0.49829 -0.78464  0.134
2 C 0.30042 -0.32203 0.36721  -0.181
3 C 0.16618 -1.26039 3.41297  -1.058
4 C -0.92647 1.67049 2.46403  -1.076
5 C -2.35262 -0.88822 1.62636  -1.327
6 C -0.06902 1.87343 -3.41379  -0.410
7 C 2.81271 -0.53171 -3.19305  -0.548
8 F -1.28458 1.43089 -3.94557  -0.257
9 Si 1.06658 -0.73116 -2.55273  0.270
10 Si -0.65540 -0.21278 2.03323  0.333
11 Cl 4.00893 -1.57212 -2.29702  -0.204
12 H 1.21552 -1.19528 3.35786  0.337
13 H -0.21636 -0.92353 4.32065  0.370
14 H -0.49208 -2.16176 3.34529  0.305
15 H -1.80877 1.78253 3.19338  0.277
16 H -0.13538 2.06875 3.01154  0.383
17 H -1.07322 2.36356 1.64168  0.321
18 H -2.33964 -1.94671 1.40858  0.414
19 H -2.86149 -0.99936 2.51059  0.449
20 H -2.99718 -0.48269 0.92442  0.400
21 H -0.17573 2.61786 -2.58400  0.221
22 H 0.47745 2.20403 -4.26856  0.256
23 H 3.19545 0.43638 -3.09926  0.330
24 H 3.04966 -0.75610 -4.22558  0.334
25 H 0.43638 -1.96581 -3.25361  -0.074

* ΔE to the lowest compared entry with this formula, charge and spin: 30.5 kcal/mol
* HOMO-LUMO gap (alpha / beta): 0.27775 / 0.27236 hartree
* maximum force: 3.71 eV/Å

***

9.
Molecular formula: C7H14ClNOSi
Method: DFT, ωB97M-V with the def2-TZVPD basis set

Last column: Mulliken charge in e.
Positions of all 25 atoms, in Å:
1 C 1.51253 2.47794 -1.69359  -0.867
2 C 2.16531 1.33187 -1.97397  0.004
3 C -2.07858 -1.79213 0.71779  -0.689
4 C -1.38876 -0.43577 1.20874  -0.547
5 C -2.40959 -1.61745 -0.73586  -0.349
6 C 0.97433 0.35540 1.41047  -0.505
7 C 1.57184 0.01362 -1.92364  -0.319
8 N -0.21363 -0.04207 0.58235  0.306
9 O -1.49447 -0.85335 -1.50127  -0.445
10 Si -0.08286 -0.24264 -1.10572  0.392
11 Cl 3.07413 -1.86819 0.35196  -0.719
12 H 2.08626 3.44558 -1.75689  0.222
13 H 0.51682 2.45610 -1.29592  0.240
14 H 3.21848 1.26213 -2.26444  0.319
15 H -1.44835 -2.64223 0.66405  0.337
16 H -2.91425 -1.99841 1.34432  0.369
17 H -2.22021 0.22404 1.12081  0.234
18 H -1.14089 -0.33537 2.29156  0.399
19 H -2.50407 -2.61258 -1.18307  0.275
20 H -3.40426 -1.22422 -1.05981  0.304
21 H 1.83656 -0.38987 1.19842  -0.093
22 H 1.19506 1.42963 1.00381  0.191
23 H 0.74501 0.46708 2.48926  0.466
24 H 2.31754 -0.67736 -1.38052  -0.068
25 H 1.57136 -0.39534 -2.89383  0.542

* ΔE to the lowest compared entry with this formula, charge and spin: 0.0 kcal/mol
* HOMO-LUMO gap: 0.26244 hartree
* maximum force: 3.47 eV/Å

***

10.
Molecular formula: C7H14ClO4P
Method: DFT, ωB97M-V with the def2-TZVPD basis set

Last column: Mulliken charge in e.
Positions of all 27 atoms, in Å:
1 C -0.13478 -2.49269 2.04798  -1.036
2 C -0.09155 -2.32573 0.56085  -0.292
3 O -0.24308 -0.93636 0.16646  -0.284
4 P 0.90909 0.14455 0.51857  0.938
5 O 1.44713 -0.04126 1.81562  -0.733
6 O 2.16236 -0.00724 -0.48014  -0.225
7 C 2.32795 0.34172 -1.87963  -0.148
8 C 3.69143 -0.33678 -2.23441  -1.256
9 C 0.17353 1.65249 0.04362  -0.426
10 C 0.27721 2.82582 0.64931  0.919
11 C 1.08483 3.97297 0.94208  -1.072
12 O -0.95691 2.39389 0.84318  -0.432
13 H -0.88230 -1.87537 2.56278  0.289
14 H -0.60914 -3.51190 2.36354  0.319
15 H 0.69267 -2.46780 2.67518  0.391
16 H -0.99999 -2.92882 0.11413  0.283
17 H 0.83703 -2.84574 0.17453  0.247
18 H 1.48968 -0.12619 -2.38111  0.315
19 H 2.31872 1.42035 -2.08295  0.257
20 H 3.46885 -1.49274 -2.30453  0.237
21 H 3.98605 -0.08798 -3.20405  0.423
22 H 4.50937 -0.34005 -1.60822  0.380
23 H 1.18408 4.40518 1.93265  0.340
24 H 0.74780 4.91136 0.43621  0.329
25 H 2.09330 3.78084 0.49413  0.279
26 Cl -3.68012 -0.51298 1.02586  -0.234
27 H -2.56095 -0.97368 0.56713  0.193

* SMILES: CCOP(=O)(OCC)C1=C(C)O1.Cl
* ΔE to the lowest compared entry with this formula, charge and spin: 57.3 kcal/mol
* HOMO-LUMO gap: 0.33140 hartree
* maximum force: 5.09 eV/Å